DFT (the ωB97M-V functional and the def2-TZVPD basis) results for a 2-piece molecular cluster, C4H11N6O overall.

## Properties
- spin multiplicity = 1
- HOMO (eV) = -11.915
- relative energy (zero: lowest compared OMol25 entry of this formula, charge and spin) (kcal/mol) = 19.2
- frontier orbital gap (eV) = 8.53
- total charge = +1

Each line ends with the Mulliken charge.
Atoms and positions in Å:
C1 1.6574 1.4815 -1.3308  0.055
C2 0.6850 -0.3082 -0.3309  -0.106
C3 -0.3687 0.5500 -0.7400  0.697
C4 0.5990 -1.5881 0.1624  0.655
N1 1.8940 0.3090 -0.6456  -0.294
N2 0.1642 1.6124 -1.4304  -0.143
N3 -1.6941 1.5767 1.8994  -0.754
N4 -0.5519 -2.2714 0.4235  -0.361
N5 1.7605 -2.2767 0.1749  -0.472
N6 -1.6632 0.2528 -0.6356  -0.374
O1 2.4482 2.3529 -1.6597  -0.547
H1 2.8692 0.0627 -0.8795  0.284
H2 -0.3259 2.4051 -1.9231  0.251
H3 -2.1783 2.3753 1.4557  0.248
H4 -2.4830 1.2214 2.5163  0.268
H5 -0.4565 -3.2393 0.4805  0.216
H6 -1.2661 -1.8238 0.8866  0.170
H7 1.8149 -3.2854 0.3750  0.284
H8 2.4661 -2.0856 -0.5465  0.218
H9 -0.9582 2.0023 2.5332  0.251
H10 -2.4328 0.9823 -0.8913  0.306
H11 -1.9799 -0.3059 0.1059  0.147

Cartesian forces, eV/Å:
-0.5 2.8 0.0
-1.0 0.0 0.4
0.4 0.1 -1.0
0.0 -0.6 -1.1
1.3 2.2 -1.7
0.9 -0.6 0.5
-0.9 0.6 1.6
2.2 1.2 -1.0
1.4 -1.6 -0.5
-2.1 2.8 -1.9
-1.5 -2.0 0.1
-1.0 -0.8 0.9
0.9 -1.4 1.0
0.6 -0.3 0.2
1.6 0.5 -0.6
-0.2 -1.6 0.4
-1.7 0.6 1.2
-0.6 0.9 0.2
-0.6 0.3 0.6
-1.4 -0.7 -0.9
2.3 -1.8 0.5
-0.1 -0.5 0.8

DFT (the ωB97M-V functional and the def2-TZVPD basis) results for an isolated ion of composition C4H11N8O and charge +1.

## Properties
- spin multiplicity = 1
- HOMO (eV) = -13.012
- relative energy (zero: lowest compared OMol25 entry of this formula, charge and spin) (kcal/mol) = 10.0
- SMILES string = [H]/N=C(\N)O[C@]1(N)NC(=[NH2+])N=C(N)N1
- frontier orbital gap (eV) = 10.11
- total charge = +1

Each line ends with the Mulliken charge.
Atoms and positions in Å:
H1 2.0660 -0.2987 1.7707  0.205
N1 1.4488 -0.1385 1.0174  -0.455
C1 1.9057 0.5902 0.1240  0.526
N2 3.1271 1.0621 -0.1786  -0.408
O1 1.0944 1.0407 -0.8897  -0.490
C2 -0.2867 0.6508 -1.0111  0.653
N3 -0.8257 1.1685 -2.1384  -0.541
N4 -1.1557 1.0126 0.1419  -0.239
C3 -1.4086 0.1584 1.1750  0.567
N5 -1.8085 0.6511 2.3789  -0.380
N6 -1.2174 -1.1680 1.0713  -0.656
C4 -0.6807 -1.6050 -0.0491  0.677
N7 -0.5745 -2.9196 -0.2183  -0.379
N8 -0.2632 -0.7823 -1.0521  -0.395
H2 4.0268 0.6943 0.0538  0.227
H3 3.3447 1.9894 -0.4294  0.196
H4 -1.7017 0.8670 -2.3892  0.157
H5 -0.2817 1.8421 -2.5645  0.201
H6 -1.6563 1.8691 0.0809  0.298
H7 -1.5574 0.0763 3.1718  0.235
H8 -2.4985 1.3375 2.5495  0.231
H9 -1.2999 -3.5166 0.0870  0.262
H10 0.1852 -3.2470 -0.8515  0.237
H11 0.0179 -1.3341 -1.8501  0.271

Cartesian forces, eV/Å:
0.9 -0.3 0.8
-0.9 -0.5 0.3
-0.3 0.8 -1.2
2.3 0.0 0.2
-1.8 1.2 -0.9
0.6 -1.5 2.6
1.8 0.4 0.3
0.6 -1.6 0.4
0.2 -0.4 -0.1
0.9 -1.2 -0.3
-0.4 1.4 0.6
-0.1 1.6 0.0
2.2 -0.2 -1.8
-1.0 -2.8 1.1
-0.3 -1.2 0.9
-1.0 1.3 -0.8
-2.0 -0.4 -1.0
0.6 1.5 -1.5
0.1 0.8 0.0
-0.5 -0.2 -0.2
-0.3 0.9 -0.3
-0.3 -0.7 0.6
-1.4 0.0 0.8
0.1 1.0 -0.6

DFT (the ωB97M-V functional and the def2-TZVPD basis) results for a 2-piece molecular cluster, C4H11NO overall.

## Properties
- spin multiplicity = 2
- HOMO (spin up / spin down) (eV) = 1.242 / -3.982
- relative energy (zero: lowest compared OMol25 entry of this formula, charge and spin) (kcal/mol) = 29.9
- frontier orbital gap (spin up / spin down) (eV) = 2.65 / 7.83
- total charge = -1

Each line ends with the Mulliken charge.
Atoms and positions in Å:
C1 1.6221 -1.5636 0.4967  -1.261
C2 1.3308 -0.6638 -0.6856  -0.300
C3 0.2178 0.2678 -0.3172  -1.131
C4 0.1692 1.0731 0.8437  -0.635
N1 -0.8471 1.8163 1.3718  -0.916
H1 1.4964 -2.6148 0.2170  0.428
H2 0.8388 -1.4177 1.3009  0.328
H3 2.6970 -1.3047 0.9513  0.202
H4 2.2636 -0.0724 -0.8853  0.175
H5 1.1031 -1.1269 -1.6427  0.398
H6 -0.5779 0.4521 -1.1082  0.669
H7 0.9706 0.8342 1.4553  0.365
H8 -0.6216 2.2647 2.2451  0.477
H9 -1.5520 2.2791 0.7973  0.588
H10 -2.5956 -0.0900 -1.0301  0.360
H11 -3.6659 -0.3095 -2.0744  0.852
O1 -2.8494 0.1763 -1.9356  -1.599

Cartesian forces, eV/Å:
1.1 -0.4 1.7
0.7 1.7 0.4
-2.3 3.4 0.4
-0.5 -3.1 -4.2
-0.4 0.7 0.2
0.6 -0.1 0.2
1.1 0.0 -0.8
-2.3 -1.0 -0.8
-0.6 -0.3 0.0
-0.1 -0.5 0.2
1.1 -0.3 1.1
1.3 0.1 1.7
-0.2 0.2 -0.2
0.5 -0.5 0.2
-0.1 0.0 0.0
-0.5 -0.2 -0.1
0.5 0.2 0.2

DFT (the ωB97M-V functional and the def2-TZVPD basis) results for a 2-piece molecular cluster, C4H11NO overall.

## Properties
- spin multiplicity = 1
- HOMO (eV) = -9.991
- relative energy (zero: lowest compared OMol25 entry of this formula, charge and spin) (kcal/mol) = 11.0
- SMILES string = CC(N)=O.CC
- frontier orbital gap (eV) = 10.81
- total charge = 0

Each line ends with the Mulliken charge.
Atoms and positions in Å:
C1 2.2798 -0.7914 -0.2914  -1.072
C2 1.6711 -0.4478 1.0023  0.703
N1 1.3116 -1.4577 1.9164  -0.451
O1 1.4817 0.6939 1.3717  -0.586
H1 1.8756 -1.6451 -0.8368  0.341
H2 3.2666 -1.2073 -0.0304  0.363
H3 2.3924 0.0603 -0.9423  0.280
H4 0.7162 -1.0774 2.6131  0.236
H5 1.2487 -2.4431 1.7254  0.198
C3 -1.4801 1.5028 -0.7268  -0.621
C4 -2.6136 0.5379 -0.8500  -0.810
H6 -1.5703 2.2528 0.0648  0.282
H7 -0.4749 1.1229 -0.5338  0.032
H8 -1.2839 2.0784 -1.6413  0.296
H9 -2.5368 -0.3072 -0.1696  0.275
H10 -3.6115 0.9755 -0.7931  0.281
H11 -2.6728 0.1525 -1.8780  0.252

Cartesian forces, eV/Å:
1.3 -1.4 -0.3
-1.4 -0.3 1.8
0.7 0.5 -1.4
0.2 0.2 -0.5
-0.7 0.2 0.1
0.1 0.5 -0.2
0.0 0.2 0.0
-0.3 0.0 0.7
0.0 0.1 -0.3
1.4 1.6 0.0
-0.6 -0.6 -1.1
-0.4 -0.1 0.0
-0.3 -0.8 0.1
-0.5 0.0 0.0
-0.1 0.0 0.1
0.1 0.3 0.6
0.4 -0.3 0.2

| no. | energy (hartree) | largest force on an atom (hartree/bohr) |
| --- | --- | --- |
| 1 | -562.5904 | 0.07757 |
| 2 | -672.1231 | 0.06201 |
| 3 | -288.8943 | 0.10242 |
| 4 | -288.9995 | 0.04445 |